A structure of composition C44H38I2N5O7Y at a distorted geometry, computed with ωB97M-V with the def2-TZVPD basis set.

Orbital gap: 0.274 Eh
E_tot: -3133.987633 hartree
Multiplicity: 1
HOMO level: -7.31 eV
Molar mass: 1091.5 g mol⁻¹

Geometry (Å):
Y1 -0.5181 -0.2839 0.7404
I1 0.5195 5.8605 5.7653
C1 0.4297 4.0697 4.6355
C2 0.8406 2.8737 5.1995
C3 0.7579 1.7483 4.4210
I2 1.3359 -0.1619 5.1098
C4 0.3083 1.7205 3.0849
O1 0.2980 0.5962 2.4601
C5 -0.1166 2.9689 2.5599
C6 -0.5872 3.0683 1.1341
N1 -1.5780 2.0370 0.7860
C7 -2.8409 2.1873 1.5109
C8 -3.1156 1.0933 2.5155
C9 -4.2134 1.2159 3.3646
C10 -4.5078 0.1933 4.2448
C11 -3.6762 -0.9172 4.2684
C12 -2.6037 -0.9566 3.3952
N2 -2.3370 0.0147 2.5239
C13 -0.0406 4.1112 3.3349
H1 1.2112 2.8238 6.2114
H2 0.2831 2.9397 0.4792
H3 -0.9986 4.0776 0.9596
H4 -1.7858 2.1583 -0.2047
H5 -3.6705 2.1642 0.7944
H6 -2.8746 3.1537 2.0314
H7 -4.8314 2.0985 3.3182
H8 -5.3650 0.2541 4.8994
H9 -3.8583 -1.7406 4.9416
H10 -1.9333 -1.8058 3.3789
H11 -0.3466 5.0565 2.9086
O2 -0.0515 -2.2707 2.3875
C14 0.2341 -3.5374 1.8379
C15 0.4045 -3.5303 0.3336
C16 0.5406 -4.7329 -0.3552
C17 0.7093 -4.7142 -1.7275
C18 0.7867 -3.4838 -2.3623
C19 0.6582 -2.3365 -1.5974
N3 0.4308 -2.3505 -0.2848
H12 0.7725 -1.8251 2.6535
H13 -0.6192 -4.1834 2.0787
H14 1.1402 -3.9689 2.2850
H15 0.4977 -5.6690 0.1817
H16 0.7908 -5.6328 -2.2883
H17 0.9434 -3.4052 -3.4266
H18 0.7631 -1.3667 -2.0584
O3 -0.8610 0.3595 -1.9689
C20 0.1871 1.1133 -2.5852
C21 1.2929 1.3367 -1.4563
O4 2.2958 1.9683 -1.7331
O5 1.0014 0.8350 -0.3358
C22 0.7192 0.3227 -3.7714
C23 -0.2077 -0.2355 -4.6439
C24 0.2105 -0.9421 -5.7538
C25 1.5626 -1.0909 -6.0142
C26 2.4924 -0.5296 -5.1555
C27 2.0744 0.1643 -4.0328
C28 -0.1985 2.4878 -3.0723
C29 0.7558 3.1979 -3.7979
C30 0.4984 4.4834 -4.2277
C31 -0.7149 5.0886 -3.9497
C32 -1.6706 4.3861 -3.2420
C33 -1.4173 3.0970 -2.8004
H19 -1.7179 0.7925 -2.1197
H20 -1.2624 -0.1146 -4.4459
H21 -0.5209 -1.3794 -6.4177
H22 1.8895 -1.6373 -6.8867
H23 3.5493 -0.6294 -5.3584
H24 2.8060 0.5909 -3.3657
H25 1.7059 2.7378 -4.0114
H26 1.2539 5.0124 -4.7864
H27 -0.9104 6.0997 -4.2739
H28 -2.6263 4.8380 -3.0270
H29 -2.2042 2.5850 -2.2630
O6 -3.4625 0.9309 -1.2891
C34 -3.5362 -0.2405 -0.9339
C35 -4.6794 -1.1775 -1.3071
C36 -4.3513 -2.4467 -0.5382
C37 -2.9884 -2.1380 0.0723
O7 -2.3131 -2.9148 0.7284
N4 -2.6026 -0.8660 -0.1885
H30 -4.6693 -1.3182 -2.3893
H31 -5.6387 -0.7288 -1.0523
H32 -4.2902 -3.3427 -1.1567
H33 -5.0582 -2.6483 0.2682
N5 2.1341 -0.9669 1.3262
C38 3.2415 -1.2206 1.4963
C39 4.5501 -1.6915 1.7259
C40 4.7408 -3.0747 1.6586
C41 5.9926 -3.6039 1.8994
C42 7.0525 -2.7635 2.2040
C43 6.8644 -1.3919 2.2714
C44 5.6148 -0.8470 2.0342
H34 3.9044 -3.7130 1.4146
H35 6.1396 -4.6722 1.8484
H36 8.0310 -3.1828 2.3860
H37 7.6960 -0.7452 2.5095
H38 5.4541 0.2185 2.0822

Löwdin population analysis, charges in e, atoms 1 to 6:
1 Y 1.5257
2 I 0.7947
3 C -0.7210
4 C -0.2256
5 C -0.5835
6 I 0.9373

A structure of composition C44H39AuFNOP2S at a distorted geometry, computed with ωB97M-V with the def2-TZVPD basis set.

Orbital gap (spin up / spin down): 0.271 / 0.131 Eh
E_tot: -3145.879564 hartree
Multiplicity: 3
Charge: +2
HOMO level (spin up / spin down): -12.86 / -12.84 eV
Expectation value of S²: 2.016
Molar mass: 907.8 g mol⁻¹

Geometry (Å):
Au1 -1.3423 1.4198 0.1961
N1 -1.5765 -1.5407 1.4019
P1 -1.4359 0.0384 2.1072
C1 -0.4468 -0.2120 3.5616
C2 -0.9508 0.1268 4.8115
C3 -0.4308 -0.4518 5.9744
C4 0.6365 -1.3602 5.8976
C5 1.1758 -1.6565 4.6260
C6 0.6734 -1.0609 3.4684
C7 -3.0856 0.4174 2.7496
C8 -3.8206 -0.5646 3.4211
C9 -5.1432 -0.2801 3.7258
C10 -5.7220 0.9637 3.4136
C11 -4.9243 1.9921 2.9171
C12 -3.5940 1.7088 2.5680
P2 -2.1604 -1.5488 -0.2516
C13 -3.2168 -3.0492 -0.0982
C14 -2.5871 -4.2545 0.1866
C15 -3.3256 -5.4132 0.2963
C16 -4.7103 -5.4164 0.0309
C17 -5.3532 -4.1848 -0.1498
C18 -4.6028 -3.0109 -0.2364
C19 -0.7556 -2.1014 -1.1913
C20 -0.9704 -2.3276 -2.5524
C21 0.0391 -2.7995 -3.3630
C22 1.2901 -3.1330 -2.8140
C23 1.5083 -2.9242 -1.4192
C24 0.4975 -2.4155 -0.6023
H1 -1.8013 -2.2869 2.0413
H2 -1.7516 0.8329 4.9013
H3 -0.8387 -0.0937 6.9094
H4 1.0806 -1.8043 6.7829
H5 2.0097 -2.3413 4.4874
H6 1.1415 -1.2613 2.5102
H7 -3.4390 -1.5653 3.6710
H8 -5.7027 -1.0813 4.2298
H9 -6.7669 1.1558 3.5617
H10 -5.2994 2.9807 2.7444
H11 -2.9599 2.4660 2.1583
H12 -1.5174 -4.2997 0.3648
H13 -2.7631 -6.3390 0.5481
H14 -5.2553 -6.3230 -0.0097
H15 -6.4293 -4.1360 -0.3190
H16 -5.0905 -2.0699 -0.3975
H17 -1.9397 -2.1039 -2.9449
H18 -0.1730 -2.9653 -4.4116
H19 2.0686 -3.5358 -3.4504
H20 2.4957 -3.1528 -1.0041
H21 0.6755 -2.2546 0.4556
O1 1.5110 1.4433 -0.6274
S1 2.3769 2.2219 -1.5791
C25 3.9877 2.6121 -0.6599
C26 4.3617 1.5202 0.2663
C27 5.5290 0.8050 -0.0045
C28 5.9274 -0.2467 0.8363
C29 5.1681 -0.5757 1.9495
C30 4.0080 0.1674 2.2495
C31 3.6235 1.2159 1.4096
C32 2.8178 0.9427 -2.8055
C33 3.7531 1.2846 -3.9170
C34 3.1824 1.8149 -5.0795
C35 3.9769 2.1263 -6.1657
C36 5.3524 1.8825 -6.1258
C37 5.9386 1.3745 -4.9632
C38 5.1228 1.0694 -3.8476
H22 3.6762 3.5407 -0.1636
H23 4.7574 2.9028 -1.3628
H24 6.1343 1.1231 -0.8365
H25 6.8775 -0.7706 0.6623
H26 5.4791 -1.4241 2.6088
H27 3.4145 -0.0509 3.1312
H28 2.6607 1.6960 1.5765
H29 1.8293 0.7114 -3.2189
H30 3.1793 0.0925 -2.2055
H31 2.1124 2.0431 -5.1044
H32 3.5395 2.5070 -7.0742
H33 5.9754 2.0913 -7.0058
H34 7.0319 1.1781 -4.8672
H35 5.5837 0.6021 -2.9884
F1 -4.0992 6.2271 -2.3910
C39 -3.4366 5.1797 -1.8654
C40 -2.1717 5.3844 -1.3434
C41 -1.5240 4.2229 -0.7973
C42 -2.1950 3.0233 -0.7377
C43 -3.4894 2.8721 -1.2640
C44 -4.0931 3.9568 -1.8741
H36 -1.6651 6.3481 -1.3801
H37 -0.5110 4.2912 -0.4321
H38 -4.0107 1.9009 -1.2267
H39 -5.1018 3.9102 -2.2801

Löwdin population analysis, charges in e, atoms 1 to 6:
1 Au 0.8233
2 N -0.3213
3 P 0.8591
4 C -0.3519
5 C -0.0756
6 C -0.0325

A structure of composition C44H39N2O4P2STi, computed with ωB97M-V with the def2-TZVPD basis set.

Orbital gap: 0.234 Eh
E_tot: -4040.059511 hartree
Multiplicity: 1
Charge: +3
HOMO level: -16.80 eV
Molar mass: 801.7 g mol⁻¹

Geometry (Å):
Ti1 0.2699 -0.1290 0.0792
O1 -2.5301 2.9442 -1.9292
S1 -1.8798 1.6666 -1.6388
C1 -0.1830 1.8073 -2.2703
C2 0.2338 3.0279 -2.7514
C3 1.4920 3.1223 -3.3363
C4 2.3032 1.9987 -3.4757
C5 1.8697 0.7673 -3.0271
C6 0.6179 0.6478 -2.3894
P1 -0.2787 -0.8943 -2.0916
C7 -1.1932 -1.6356 -3.4130
C8 -0.5235 -2.5740 -4.2103
C9 -1.1796 -3.1078 -5.3046
C10 -2.4786 -2.7068 -5.5991
C11 -3.1351 -1.7777 -4.8011
C12 -2.5008 -1.2340 -3.6976
C13 0.8871 -2.0197 -1.3045
C14 2.2053 -1.6723 -0.9552
C15 2.9892 -2.5527 -0.2147
C16 2.4742 -3.7783 0.1732
C17 1.1628 -4.1304 -0.1545
C18 0.3672 -3.2602 -0.8691
C19 -1.4039 1.7690 0.1428
C20 -0.9727 3.0466 0.5163
C21 -0.8204 3.3776 1.8486
C22 -1.0833 2.4296 2.8338
C23 -1.4946 1.1534 2.4855
C24 -1.7137 0.8069 1.1410
P2 -1.9961 -0.9417 0.7419
C25 -2.2403 -1.8992 2.2270
C26 -1.2318 -2.7200 2.7325
C27 -1.4776 -3.4772 3.8676
C28 -2.7155 -3.4095 4.4923
C29 -3.7226 -2.5955 3.9843
C30 -3.4956 -1.8446 2.8449
C31 -3.4554 -1.1100 -0.2833
C32 -4.3427 -0.0575 -0.5069
C33 -5.4894 -0.2788 -1.2561
C34 -5.7572 -1.5453 -1.7600
C35 -4.8850 -2.6004 -1.5161
C36 -3.7318 -2.3867 -0.7806
H1 -0.4308 3.8819 -2.6989
H2 1.8328 4.0779 -3.7134
H3 3.2609 2.0841 -3.9711
H4 2.4715 -0.1105 -3.2240
H5 0.4908 -2.8806 -3.9865
H6 -0.6761 -3.8313 -5.9309
H7 -2.9837 -3.1237 -6.4603
H8 -4.1461 -1.4753 -5.0383
H9 -3.0202 -0.5221 -3.0697
H10 2.6439 -0.7432 -1.2918
H11 4.0094 -2.2866 0.0287
H12 3.0947 -4.4725 0.7250
H13 0.7675 -5.0918 0.1461
H14 -0.6457 -3.5413 -1.1348
H15 -0.8103 3.7955 -0.2486
H16 -0.5083 4.3774 2.1208
H17 -0.9804 2.6892 3.8798
H18 -1.6845 0.4142 3.2539
H19 -0.2675 -2.7694 2.2455
H20 -0.7065 -4.1236 4.2641
H21 -2.9023 -4.0023 5.3779
H22 -4.6875 -2.5560 4.4710
H23 -4.2898 -1.2316 2.4349
H24 -4.1703 0.9234 -0.0791
H25 -6.1840 0.5330 -1.4253
H26 -6.6625 -1.7155 -2.3276
H27 -5.1104 -3.5903 -1.8895
H28 -3.0700 -3.2194 -0.5667
C37 3.7913 4.2147 3.8180
C38 2.8595 3.6627 2.7481
C39 3.4615 2.5287 1.8559
C40 4.7696 2.9630 1.1683
C41 5.3068 1.9111 0.2051
C42 3.7562 1.3443 2.7580
O2 4.7105 1.2272 3.4553
N1 2.7628 0.2936 2.8043
C43 1.8225 0.1943 1.8847
O3 1.0201 -0.8258 1.7791
N2 1.6151 1.1043 0.9262
C44 2.4072 2.2627 0.7891
O4 2.1998 2.9984 -0.1364
H29 3.2567 4.9685 4.3948
H30 4.6617 4.6987 3.3794
H31 4.1362 3.4480 4.5097
H32 2.5694 4.4566 2.0564
H33 1.9389 3.2875 3.2128
H34 5.5036 3.1635 1.9460
H35 4.5721 3.8997 0.6469
H36 5.5360 0.9745 0.7201
H37 6.2326 2.2552 -0.2521
H38 4.6010 1.7090 -0.6067
H39 2.9139 -0.4563 3.4715

Löwdin population analysis, charges in e, atoms 1 to 6:
1 Ti 0.8996
2 O -0.3953
3 S 0.9645
4 C -0.3628
5 C -0.0256
6 C 0.0267

A structure of composition C44H39N4O2P2ReS3 at a distorted geometry, computed with ωB97M-V with the def2-TZVPD basis set.

Orbital gap (spin up / spin down): 0.256 / 0.235 Eh
E_tot: -4025.117081 hartree
Multiplicity: 3
HOMO level (spin up / spin down): -6.90 / -7.24 eV
Expectation value of S²: 2.017
Molar mass: 1000.2 g mol⁻¹

Geometry (Å):
Re1 1.2476 2.0296 -0.5221
C1 -0.3848 -1.6588 0.7269
N1 -1.3073 -0.9547 1.5614
C2 -1.3727 0.4541 1.3625
P1 0.2812 1.3088 1.5450
C3 1.1270 0.2521 2.7595
C4 0.4731 -0.1528 3.9198
C5 1.1157 -0.9919 4.8112
C6 2.3986 -1.4458 4.5476
C7 3.0496 -1.0486 3.3899
C8 2.4156 -0.2000 2.4983
C9 -0.2938 2.7080 2.5619
C10 -1.3362 3.4760 2.0414
C11 -1.8443 4.5350 2.7652
C12 -1.3233 4.8318 4.0156
C13 -0.2733 4.0867 4.5241
C14 0.2598 3.0386 3.7915
C15 -2.2674 -1.5978 2.3250
C16 -3.5490 -1.0601 2.4771
C17 -4.4719 -1.6671 3.3043
C18 -4.1551 -2.8349 3.9762
C19 -2.8942 -3.3877 3.8176
C20 -1.9560 -2.7760 3.0100
P2 -0.4437 -1.0723 -1.0673
C21 0.4891 -2.4585 -1.8165
C22 1.4113 -3.2443 -1.1350
C23 2.1214 -4.2262 -1.8030
C24 1.9444 -4.4229 -3.1604
C25 1.0572 -3.6183 -3.8578
C26 0.3381 -2.6460 -3.1896
C27 -2.1552 -1.6474 -1.4427
C28 -2.4740 -2.9828 -1.6666
C29 -3.7595 -3.3427 -2.0274
C30 -4.7471 -2.3801 -2.1488
C31 -4.4509 -1.0545 -1.8881
C32 -3.1622 -0.6930 -1.5417
H1 -0.5980 -2.7303 0.7540
H2 0.6510 -1.4714 1.0540
H3 -2.0429 0.8973 2.1021
H4 -1.7162 0.7181 0.3496
H5 -0.5302 0.1879 4.1271
H6 0.6092 -1.2907 5.7155
H7 2.8893 -2.1155 5.2395
H8 4.0508 -1.3991 3.1786
H9 2.9064 0.1221 1.5879
H10 -1.7266 3.2414 1.0583
H11 -2.6456 5.1320 2.3545
H12 -1.7363 5.6516 4.5845
H13 0.1375 4.3206 5.4951
H14 1.0998 2.4808 4.1795
H15 -3.8366 -0.1726 1.9345
H16 -5.4506 -1.2260 3.4235
H17 -4.8832 -3.3086 4.6162
H18 -2.6324 -4.2921 4.3488
H19 -0.9629 -3.1930 2.9286
H20 1.5800 -3.1071 -0.0790
H21 2.8113 -4.8495 -1.2537
H22 2.4932 -5.1992 -3.6727
H23 0.9207 -3.7574 -4.9209
H24 -0.3744 -2.0328 -3.7294
H25 -1.7125 -3.7455 -1.5795
H26 -3.9900 -4.3789 -2.2285
H27 -5.7436 -2.6599 -2.4522
H28 -5.2191 -0.3002 -1.9700
H29 -2.9290 0.3454 -1.3509
O1 -0.5700 1.7437 -1.7337
N2 -0.4517 1.8181 -3.0393
C33 -1.5081 1.4631 -3.7944
C34 -1.4615 1.4651 -5.1636
C35 -0.2832 1.8645 -5.8019
C36 0.7806 2.2492 -5.0278
C37 0.7031 2.2425 -3.6287
S1 2.0201 2.7692 -2.6894
H30 -2.3896 1.1684 -3.2474
H31 -2.3324 1.1658 -5.7258
H32 -0.2106 1.8766 -6.8778
H33 1.7144 2.5752 -5.4602
S2 0.8135 4.3239 0.0159
C38 2.4266 4.9393 0.1802
C39 2.5356 6.3357 0.1247
N3 2.5912 7.4797 0.0448
C40 3.5214 4.1256 0.3395
S3 3.4209 2.3972 0.3990
C41 4.8325 4.6115 0.4404
N4 5.9371 4.9230 0.4860
C42 3.1367 -0.1964 -3.5295
C43 3.0427 -0.4449 -2.0495
C44 4.1669 -1.2595 -1.4745
O2 2.1549 0.0085 -1.3433
H34 3.6693 -0.9957 -4.0367
H35 3.6864 0.7363 -3.6757
H36 2.1516 -0.0684 -3.9736
H37 4.3379 -2.1534 -2.0723
H38 3.9618 -1.5325 -0.4419
H39 5.0749 -0.6544 -1.5037

Löwdin population analysis, charges in e, atoms 1 to 6:
1 Re 0.5970
2 C -0.2977
3 N -0.1912
4 C -0.3094
5 P 0.9162
6 C -0.3692

A structure of composition C44H40AsFeN4OSSi, computed with ωB97M-V with the def2-TZVPD basis set.

Orbital gap (spin up / spin down): 0.247 / 0.225 Eh
E_tot: -6181.742468 hartree
Multiplicity: 6
Charge: +2
HOMO level (spin up / spin down): -13.10 / -13.10 eV
Expectation value of S²: 8.767
Molar mass: 831.8 g mol⁻¹

Geometry (Å):
Fe1 0.1940 -1.0200 -0.7600
C1 -1.7851 -3.0073 -4.2764
C2 -1.1223 -2.0910 -3.3035
N1 -0.5303 -2.4806 -2.2355
N2 -0.4489 -3.8017 -1.9215
C3 0.3329 -4.1765 -0.8860
N3 0.3929 -5.4737 -0.6175
S1 1.2141 -3.0601 0.0377
C4 -1.0738 -0.6236 -3.4942
C5 -1.3884 -0.0088 -4.6889
C6 -1.2303 1.3708 -4.7905
C7 -0.7775 2.0809 -3.6971
C8 -0.4874 1.3909 -2.5284
N4 -0.6343 0.0721 -2.4288
H1 -2.3722 -3.7674 -3.7565
H2 -1.0387 -3.5097 -4.8978
H3 -2.4672 -2.4724 -4.9296
H4 -0.9526 -4.4827 -2.4733
H5 -0.0413 -6.1761 -1.1965
H6 1.0062 -5.7900 0.1171
H7 -1.7309 -0.5785 -5.5401
H8 -1.4545 1.8726 -5.7220
H9 -0.6380 3.1519 -3.7315
H10 -0.1228 1.9069 -1.6504
O1 1.1619 0.2500 -0.0267
Si1 2.3220 1.4365 0.2054
C9 1.4265 3.0780 0.2305
C10 0.7681 3.4789 1.3982
C11 0.0313 4.6534 1.4418
C12 -0.0574 5.4563 0.3116
C13 0.5985 5.0851 -0.8546
C14 1.3376 3.9090 -0.8899
C15 3.1048 1.0733 1.8459
C16 3.6248 2.0950 2.6440
C17 4.2323 1.8107 3.8590
C18 4.3252 0.4967 4.2955
C19 3.8121 -0.5322 3.5165
C20 3.2089 -0.2422 2.3029
C21 3.4354 1.3366 -1.2843
C22 4.4003 2.3294 -1.4853
C23 5.2451 2.2968 -2.5845
C24 5.1413 1.2654 -3.5085
C25 4.1969 0.2659 -3.3247
C26 3.3556 0.3071 -2.2212
H11 0.8578 2.8738 2.2941
H12 -0.4592 4.9543 2.3591
H13 -0.6178 6.3819 0.3466
H14 0.5570 5.7264 -1.7259
H15 1.8725 3.6463 -1.7975
H16 3.5509 3.1281 2.3210
H17 4.6333 2.6130 4.4641
H18 4.8021 0.2739 5.2410
H19 3.8886 -1.5576 3.8552
H20 2.8132 -1.0557 1.7029
H21 4.4996 3.1422 -0.7728
H22 5.9873 3.0725 -2.7187
H23 5.8025 1.2374 -4.3644
H24 4.1269 -0.5492 -4.0337
H25 2.6405 -0.5018 -2.0860
C27 -4.6108 2.6708 0.8355
C28 -3.2853 2.8410 0.4606
C29 -2.4215 1.7556 0.4660
C30 -2.8960 0.5044 0.8503
C31 -4.2228 0.3312 1.2334
C32 -5.0793 1.4210 1.2202
As1 -1.6652 -0.9542 0.9265
C33 -0.7868 -0.9291 2.6341
C34 -0.7248 0.2960 3.2920
C35 0.0210 0.4196 4.4541
C36 0.7042 -0.6764 4.9612
C37 0.6433 -1.8967 4.3036
C38 -0.0928 -2.0264 3.1349
C39 -2.7157 -2.5579 0.7132
C40 -3.3675 -2.6795 -0.5164
C41 -4.1362 -3.7980 -0.7964
C42 -4.2549 -4.8091 0.1513
C43 -3.6238 -4.6825 1.3796
C44 -2.8614 -3.5560 1.6683
H26 -5.2837 3.5180 0.8336
H27 -2.9193 3.8174 0.1734
H28 -1.3797 1.8951 0.2001
H29 -4.5881 -0.6437 1.5326
H30 -6.1124 1.2963 1.5149
H31 -1.2613 1.1546 2.9068
H32 0.0656 1.3717 4.9666
H33 1.2853 -0.5802 5.8683
H34 1.1784 -2.7516 4.6956
H35 -0.0880 -2.9741 2.6134
H36 -3.3037 -1.8780 -1.2476
H37 -4.6677 -3.8704 -1.7371
H38 -4.8635 -5.6791 -0.0563
H39 -3.7420 -5.4519 2.1310
H40 -2.4135 -3.4590 2.6478

Löwdin population analysis, charges in e, atoms 1 to 6:
1 Fe 0.6046
2 C 0.0202
3 C -0.2206
4 N -0.0060
5 N 0.0316
6 C -0.7541